[1]
22
Properties=species:S:1:pos:R:3 method="wB97M-V/def2-TZVPD" homo_lumo_gap_ev=8.340 lumo_ev=0.459 de_lowest_ev=1.230 spin_multiplicity=1 molar_mass_g_mol=177.17
C -0.25091 0.66793 1.19844
C -0.91538 0.68724 -0.11990
N -1.47827 1.93398 -0.47839
C -1.04472 -0.41347 -0.93669
C -0.34194 -1.67110 -0.73414
C 0.84145 -1.97134 -0.17941
C 1.93180 -1.17085 0.18334
C 2.62022 -0.24774 -0.51402
C 3.91307 0.37840 -0.09854
F 4.68801 0.61919 -1.08950
F 3.77793 1.57455 0.57823
F 4.59637 -0.48980 0.69922
H -0.37429 -0.27207 1.72591
H -0.73793 1.36201 1.93503
H 0.69627 1.23402 0.99608
H -0.98904 2.70469 0.04453
H -1.55592 2.14193 -1.48662
H -1.41917 -0.32751 -1.89084
H -1.02454 -2.46951 -1.04617
H 0.86190 -3.04721 -0.00472
H 2.57034 -1.41301 1.01814
H 2.12789 -0.08274 -1.46073

[2]
12
Properties=species:S:1:pos:R:3 method="wB97M-V/def2-TZVPD" homo_lumo_gap_ev=11.005 lumo_ev=0.747 de_lowest_ev=2.679 spin_multiplicity=1 molar_mass_g_mol=95.10 smiles="N#C[C@@H]1C[C@@H]1C=O"
N 0.60606 -1.73579 -1.25404
C 0.24348 -0.63725 -1.34867
C 0.02541 0.68694 -0.77740
C 1.09817 0.80839 0.27712
C -0.29586 0.36030 0.65973
C -1.00375 -1.00101 0.65884
O -1.89856 -1.14267 -0.14056
H -0.43731 1.51036 -1.30883
H 1.93221 0.12166 0.17516
H 1.37219 1.81894 0.56991
H -0.84965 1.06877 1.27147
H -0.74562 -1.80828 1.35677